# 1
{
  "formula": "C5H6N3S",
  "method": "ωB97M-V/def2-TZVPD",
  "symbols": ["C", "C", "C", "C", "C", "N", "N", "N", "S", "H", "H", "H", "H", "H", "H"],
  "positions_angstrom": [[0.4496, -1.7412, -0.0819], [1.3314, -0.6928, -0.0287], [-1.1180, -0.0476, -0.0501], [2.7020, 1.3204, 0.1305], [-2.3392, 0.7391, 0.0702], [1.4461, 1.5818, 0.2253], [0.7249, 0.4754, 0.0665], [-0.8076, -1.2791, -0.0520], [3.0845, -0.4116, 0.1347], [0.5468, -2.7578, -0.4212], [3.4880, 2.0436, -0.0484], [-2.6241, 0.8638, 1.1492], [-2.1222, 1.7077, -0.4641], [-3.2415, 0.2002, -0.4154], [-1.5207, -2.0019, -0.2147]],
  "mulliken_charge": [-0.5474, 0.4235, 0.4853, -0.0728, -0.9141, -0.8887, 0.4914, 0.0089, -0.0257, 0.3755, 0.4280, 0.2843, 0.3042, 0.3558, 0.2919],
  "gap_ev": 8.20,
  "total_charge": 1
}



# 2
{
  "formula": "C5H6N4",
  "method": "ωB97M-V/def2-TZVPD",
  "symbols": ["C", "C", "C", "C", "C", "N", "N", "N", "N", "H", "H", "H", "H", "H", "H"],
  "positions_angstrom": [[2.1682, -0.1827, 0.1122], [-0.6407, -1.2909, 0.1127], [-0.2028, 0.0026, -0.0976], [-1.3298, 0.7697, -0.0381], [3.2914, -0.8556, 0.2074], [1.1447, 0.4688, -0.0196], [-1.9324, -1.4001, 0.2967], [-2.3002, -0.1293, 0.1167], [-1.5622, 2.1532, -0.1530], [0.0028, -2.0765, 0.1314], [3.7535, -1.2585, -0.7063], [3.5656, -1.1446, 1.1354], [-3.2845, 0.0843, -0.0714], [-2.1148, 2.3197, -0.9243], [-0.5587, 2.5399, -0.1021]],
  "mulliken_charge": [0.8305, -0.5914, 0.6858, -0.0369, -1.1253, -0.4735, -0.8610, 0.2794, -0.5827, 0.5491, 0.2419, 0.3007, 0.2572, 0.2167, 0.3096],
  "smiles": "C=C=Nc1cn[nH]c1N",
  "gap_ev": 9.44,
  "total_charge": 0
}



# 3
{
  "formula": "C5H6N4",
  "method": "ωB97M-V/def2-TZVPD",
  "symbols": ["C", "C", "C", "C", "C", "N", "N", "N", "N", "H", "H", "H", "H", "H", "H"],
  "positions_angstrom": [[1.4059, 0.6389, -0.1718], [0.0668, 1.2483, -0.1701], [-0.9778, 0.4286, 0.0112], [0.2697, -1.5184, 0.1039], [-2.3950, 0.3155, 0.1012], [2.5935, 1.1112, -0.1143], [3.4190, 0.0086, 0.1135], [2.7487, -1.0254, 0.1620], [1.4193, -0.7344, 0.0129], [0.1206, 2.2828, -0.5001], [-0.2715, -1.7316, 1.0307], [-0.0767, -1.9134, -0.8799], [-2.7292, 1.3627, 0.2462], [-2.6943, -0.4746, 0.8519], [-2.8989, 0.0010, -0.7973]],
  "mulliken_charge": [0.5578, -0.4921, 0.2899, -0.6367, -0.9635, -0.4454, -0.2991, -0.4757, 0.5024, 0.3534, 0.3954, 0.3472, 0.3322, 0.2541, 0.2802],
  "gap_ev": 9.17,
  "total_charge": 0
}



# 4
{
  "formula": "C5H6N4O2S",
  "method": "ωB97M-V/def2-TZVPD",
  "symbols": ["C", "C", "C", "C", "C", "N", "N", "N", "N", "O", "O", "S", "H", "H", "H", "H", "H", "H"],
  "positions_angstrom": [[0.7999, 0.1882, 1.1325], [-0.8950, 1.3548, 0.6523], [-0.7272, -0.3991, -0.4741], [-2.2665, 2.1577, -1.0951], [1.1888, -1.9352, -0.0962], [0.1275, 1.3180, 1.3753], [-2.0255, 1.3316, -1.9732], [0.4342, -0.6531, 0.1662], [-1.8214, 2.2400, 0.2632], [-1.4984, -0.7117, -2.9271], [0.4307, 0.6957, -2.5299], [-0.8439, 0.2121, -2.0923], [1.6808, -0.0725, 1.7895], [-2.9810, 3.0195, -1.2270], [0.6418, -2.6247, 0.4443], [0.9911, -2.2588, -1.1714], [2.3133, -1.9496, 0.2331], [-2.2143, 2.9821, 0.7135]],
  "mulliken_charge": [0.1216, 0.3171, -0.5716, 0.1400, -0.8165, -0.5702, -0.5134, 0.2536, -0.0788, -0.6170, -0.6244, 1.1597, 0.3276, 0.3099, 0.4134, 0.2887, 0.2607, 0.1996],
  "gap_ev": [8.01, 8.01],
  "total_charge": 0
}



# 5
{
  "formula": "C5H6NO7S",
  "method": "ωB97M-V/def2-TZVPD",
  "symbols": ["O", "N", "O", "C", "C", "C", "O", "S", "O", "O", "C", "C", "O", "O", "H", "H", "H", "H", "H", "H"],
  "positions_angstrom": [[-0.4688, -1.1313, 3.3800], [-1.2000, -1.5206, 2.5542], [-0.5746, -1.7108, 1.3024], [0.0019, -0.4943, 0.7500], [-0.9376, 0.6973, 0.8816], [-0.7015, 1.7182, -0.1951], [-1.2036, 1.1728, -1.4381], [-0.1091, 0.1655, -2.0471], [0.9378, 0.9503, -2.6182], [-0.8012, -0.6889, -2.9700], [0.4688, -0.8733, -0.6748], [2.0386, -0.8075, -0.6391], [2.6346, -1.8542, -0.9017], [2.4895, 0.3003, -0.2639], [0.9021, -0.2459, 1.3028], [-0.7031, 1.1999, 1.8246], [-1.9887, 0.4195, 0.9455], [0.3613, 1.9574, -0.2717], [-1.2766, 2.6142, 0.0158], [0.1305, -1.8685, -0.9374]],
  "mulliken_charge": [-0.2721, 0.1061, -0.2821, 0.0226, -0.6949, -0.7305, -0.4392, 1.2987, -0.6317, -0.7264, 0.0621, 0.2405, -0.7496, -0.6833, 0.4152, 0.3910, 0.4200, 0.3922, 0.4105, 0.4510],
  "smiles": "O=NO[C@@H]1CCOS(=O)(=O)[C@H]1C(=O)[O-]",
  "gap_ev": 7.47,
  "total_charge": -1
}



# 6
{
  "formula": "C5H6O",
  "method": "ωB97M-V/def2-TZVPD",
  "symbols": ["C", "C", "C", "C", "C", "O", "H", "H", "H", "H", "H", "H"],
  "positions_angstrom": [[0.4115, -1.2246, 0.7941], [0.6794, -0.3703, -0.4453], [-0.4954, 0.5155, -0.8503], [-1.1247, 0.2825, -1.9721], [-0.9112, 1.6569, 0.0161], [-0.4869, 1.7986, 1.1413], [0.1907, -0.5979, 1.6614], [-0.4244, -1.9129, 0.6317], [1.3034, -1.8204, 1.0159], [0.9499, -1.0108, -1.2927], [1.5268, 0.3024, -0.2662], [-1.6191, 2.3810, -0.4338]],
  "mulliken_charge": [-1.0283, -0.5212, 0.4367, -0.2133, -0.1427, -0.4607, 0.3114, 0.3104, 0.3060, 0.3841, 0.2749, 0.3427],
  "gap_ev": 9.49,
  "total_charge": 0
}



# 7
{
  "formula": "C5H6O",
  "method": "ωB97M-V/def2-TZVPD",
  "symbols": ["O", "C", "C", "C", "C", "C", "H", "H", "H", "H", "H", "H"],
  "positions_angstrom": [[-1.8294, -1.3434, 0.7392], [-0.8815, -0.6489, 0.4791], [0.5487, -1.0771, 0.2507], [1.3143, 0.0304, 0.3613], [0.4547, 1.2195, 0.3969], [-0.8427, 0.8496, 0.3087], [-0.3418, -0.6987, -1.9475], [0.8625, -2.1158, 0.2341], [2.3994, 0.0650, 0.3540], [0.8337, 2.2358, 0.4266], [-1.7264, 1.4774, 0.3535], [-0.7914, 0.0063, -1.9566]],
  "mulliken_charge": [-0.5109, 0.6261, -0.6779, -0.1992, -0.1830, -0.6966, 0.0168, 0.3649, 0.4294, 0.4286, 0.3641, 0.0377],
  "gap_ev": 8.59,
  "total_charge": 0
}



# 8
{
  "formula": "C5H6O",
  "method": "ωB97M-V/def2-TZVPD",
  "symbols": ["C", "C", "C", "O", "C", "C", "H", "H", "H", "H", "H", "H"],
  "positions_angstrom": [[1.6230, -0.3986, 0.9500], [0.3012, -0.6581, 0.2555], [-0.3090, 0.6174, -0.2684], [0.2391, 1.6889, -0.1321], [-1.5715, 0.6860, -0.9591], [-2.6206, 0.7573, -1.5354], [2.0279, -1.3392, 1.3198], [1.4921, 0.2743, 1.7980], [2.3425, 0.0404, 0.2585], [-0.4090, -1.1208, 0.9419], [0.4341, -1.3394, -0.5866], [-3.5497, 0.7919, -2.0422]],
  "mulliken_charge": [-1.0919, -0.3280, 0.0170, -0.4983, -0.4338, 0.4308, 0.3658, 0.2922, 0.2908, 0.2776, 0.2727, 0.4049],
  "smiles": "C#CC(=O)CC",
  "gap_ev": 10.61,
  "total_charge": 0
}



ΔE to the lowest compared entry with this formula, charge and spin
In order: 2.8820; 1.6337; 4.2383; 5.5478; 0.0000; 3.6977; 2.2911; 1.7839
Unit: eV
Strongest force on any atom
In order: 4.9; 4.8; 5.2; 5.6; 1.5; 0.7; 2.4; 1.2
Unit: eV Å⁻¹